Record 1
Density functional theory data (wB97M-V/def2-TZVPD) for a molecular structure, C23H24IrN7S4Sb.

Properties
- E_HOMO (alpha / beta): -7.3 / -7.2 eV
- Max |F|: 2.21 eV Å⁻¹
- Calculated total energy: -3211.585349 a.u.
- M: 840.74 g/mol

```
! wB97M-V def2-TZVPD RIJCOSX def2/J DEFGRID3
* xyz 0 2
Ir -0.13953 0.49896 -0.06927
C 3.12441 2.57678 1.78821
C 3.22774 2.07287 3.08614
C 2.38563 1.06254 3.45806
C 1.40776 0.55822 2.56917
N 1.28484 1.10207 1.32153
C 2.16091 2.05834 0.96045
N 0.66255 -0.45938 3.04586
C -0.25929 -1.12194 2.42405
N -0.56470 -1.07097 1.08741
C -1.64215 -1.88679 0.85838
N -2.24108 -2.09707 -0.26931
C -2.12345 -1.39183 -1.41290
C -2.86386 -1.89605 -2.50849
C -2.84516 -1.26702 -3.72313
C -2.05658 -0.12506 -3.86462
C -1.34418 0.31809 -2.77785
N -1.35930 -0.26913 -1.56763
C -2.01165 -2.54918 2.09700
C -3.01781 -3.44996 2.40644
C -3.13247 -3.86691 3.72126
C -2.26999 -3.38133 4.70699
C -1.27040 -2.47495 4.39974
C -1.14479 -2.06805 3.08142
H 3.77305 3.36617 1.43955
H 3.95986 2.47317 3.77495
H 2.41525 0.61162 4.43797
H 2.07761 2.42327 -0.05123
H -3.44525 -2.78584 -2.31981
H -3.42099 -1.64442 -4.55754
H -2.00856 0.42060 -4.79454
H -0.71585 1.18965 -2.87907
H -3.68868 -3.79829 1.63367
H -3.90399 -4.57327 3.99739
H -2.39887 -3.71803 5.72714
H -0.60732 -2.07448 5.15429
S -3.77666 2.72693 -1.50766
Sb -2.21250 3.43140 0.12054
S -2.23259 1.39286 1.40415
S -0.19192 2.67101 -1.01897
C 0.66291 -3.97871 -1.83072
N 1.34221 -2.77046 -2.27199
C 0.90431 -2.30432 -3.57528
C 2.00815 -1.96780 -1.41331
S 2.01688 -0.27699 -1.60100
N 2.72456 -2.55315 -0.43522
C 3.34363 -3.85974 -0.59203
C 3.29419 -1.74661 0.63128
H -0.41308 -3.85138 -1.97953
H 0.83919 -4.14984 -0.77298
H 0.99149 -4.84867 -2.40482
H 1.08372 -3.10141 -4.30129
H 1.46237 -1.42020 -3.86390
H -0.16299 -2.06724 -3.57843
H 3.15647 -4.25667 -1.58533
H 2.98329 -4.56592 0.15916
H 4.42289 -3.75044 -0.46544
H 2.55998 -1.03135 0.98833
H 4.17307 -1.19447 0.28936
H 3.57312 -2.40179 1.45531
*
```


Record 2
Density functional theory data (wB97M-V/def2-TZVPD) for a molecular structure, C28H43BrFeN2P2S.

Properties
- E_HOMO (alpha / beta): -13.5 / -13.6 eV
- Max |F|: 4.56 eV Å⁻¹
- Calculated total energy: -6120.208482 a.u.
- M: 637.43 g/mol

```
! wB97M-V def2-TZVPD RIJCOSX def2/J DEFGRID3
* xyz 2 5
N 4.80369 -3.12625 -1.25423
C 3.72388 -3.87868 -1.45300
C 2.43481 -3.33811 -1.54035
C 2.27644 -1.93364 -1.49786
C 3.43407 -1.13952 -1.32511
C 4.67501 -1.80280 -1.19238
C 0.92675 -1.36973 -1.71519
Fe -0.15411 -0.56008 -0.40206
P -1.43018 1.09841 -0.07964
C 0.70905 0.09220 -1.93473
C -0.01944 0.57049 -3.15313
C 0.09259 1.92837 -3.52055
C -0.82126 2.49343 -4.40800
C -1.83990 1.69953 -4.97276
C -1.82467 0.30872 -4.76211
C -0.89320 -0.25757 -3.88159
Br -3.18623 2.48158 -5.91131
H 0.27675 -2.05284 -2.27902
H 1.48772 0.80439 -1.62546
H 1.58404 -4.00518 -1.66061
H 3.40447 -0.04701 -1.29582
H 3.86941 -4.95471 -1.52240
H 5.58039 -1.21082 -1.02305
H 0.89480 2.54213 -3.10292
H -0.85761 -1.33877 -3.75553
H -0.74834 3.54766 -4.66093
H -2.54530 -0.32344 -5.27231
P 1.12432 -0.39194 2.05182
C -2.88449 1.12230 -1.20586
C -3.50129 2.47714 -1.50113
H -3.65280 0.45397 -0.80407
H -2.53351 0.65511 -2.14120
H -4.21242 2.37240 -2.32709
H -4.03792 2.89643 -0.63639
H -2.73232 3.17784 -1.83790
C -0.50948 2.66940 -0.16215
C -1.24592 3.95911 0.17769
H -0.09593 2.73066 -1.17894
H 0.36041 2.56602 0.50236
H -0.53040 4.78647 0.10151
H -2.06198 4.17627 -0.51057
H -1.65415 3.93278 1.19206
C -2.04640 0.87257 1.63861
C -3.53145 0.56782 1.85469
H -1.71208 1.74532 2.21883
H -1.46268 0.00017 1.98613
H -3.62056 -0.23692 2.59266
H -4.07184 1.44350 2.23926
H -4.04844 0.22563 0.95400
C 0.28260 -0.91647 3.62375
C 0.90246 -0.45465 4.94443
H 0.21994 -2.01219 3.59804
H -0.75654 -0.56446 3.58640
H 1.89770 -0.87539 5.12130
H 0.98764 0.63441 4.99076
H 0.26430 -0.76862 5.78080
C 1.73861 1.30829 2.42923
C 2.77164 1.88117 1.46425
H 2.16150 1.27135 3.44178
H 0.84534 1.94840 2.47223
H 3.75079 1.40711 1.60383
H 2.49142 1.77815 0.40772
H 2.89967 2.95305 1.66638
C 2.72045 -1.30768 2.10377
C 2.64035 -2.75411 2.57330
H 3.42443 -0.73248 2.72758
H 3.11493 -1.27640 1.07661
H 3.63248 -3.22390 2.50501
H 2.31705 -2.82110 3.61975
H 1.94836 -3.34637 1.96174
S -1.92702 -3.23966 1.72695
C -3.23110 -2.79497 0.66696
C -2.76494 -2.13353 -0.44031
N -1.39019 -1.93256 -0.41103
C -0.76227 -2.59378 0.64911
H -4.26459 -3.05137 0.84173
H -3.34690 -1.77303 -1.28806
H 0.23956 -3.03904 0.55370
*
```


Record 3
Density functional theory data (wB97M-V/def2-TZVPD) for 2 unconnected molecules or ions with the total composition C2H5N2O2S.

Properties
- E_HOMO (alpha / beta): -14.2 / -14.2 eV
- Max |F|: 3.87 eV Å⁻¹
- Calculated total energy: -736.935165 a.u.
- M: 121.14 g/mol

```
! wB97M-V def2-TZVPD RIJCOSX def2/J DEFGRID3
* xyz 1 1
C 0.53370 0.27872 0.27448
C -0.25441 -0.37316 -0.56790
N 1.85141 0.02103 0.44934
N -2.14924 0.61376 -0.15463
O 2.66745 0.54940 1.10368
O 2.12642 -1.13606 -0.21620
S -0.32066 -1.53662 -1.48847
H 0.18002 1.20820 0.63772
H -2.27991 0.25136 0.77432
H -2.94388 0.23736 -0.72872
H -2.27845 1.61116 -0.10554
H 2.86755 -1.72515 0.02193
*
```


Look up the M of the third one. 121.14 g/mol